Entry 1:
{
  "formula": "C4H11N2O",
  "method": "wB97M-V/def2-TZVPD",
  "homo_lumo_gap_ha": 0.1113,
  "charge": 1,
  "elements": ["C", "C", "C", "C", "N", "O", "N", "H", "H", "H", "H", "H", "H", "H", "H", "H", "H", "H"],
  "xyz": [[4.264, 0.152, 0.051], [2.891, -0.065, 0.309], [-2.928, -0.022, 1.280], [-1.905, 0.124, 0.309], [-3.248, -0.126, -1.867], [-0.715, -0.487, 0.618], [1.857, 0.646, -0.107], [2.549, -0.789, 1.132], [4.640, 0.785, -0.699], [3.247, -1.207, -1.287], [4.938, -0.467, 0.578], [-3.995, 0.049, 0.955], [-2.615, -0.055, 2.397], [-3.473, 0.255, -2.702], [-3.657, -0.969, -1.873], [-0.064, 0.005, 0.086], [2.291, 1.409, -0.657], [-2.338, 0.113, -0.748]],
  "forces_ev_per_angstrom": [[-1.127, -3.100, -1.974], [-4.392, 0.326, 1.668], [0.541, 0.410, 0.060], [1.819, -4.168, 4.366], [-0.446, 2.658, 5.283], [-3.365, 2.331, -0.974], [1.510, 0.357, 0.146], [1.216, 0.503, -1.392], [0.216, 1.180, -0.582], [2.022, 1.219, 1.690], [0.847, -0.459, 0.477], [1.010, -0.270, 0.454], [-0.731, 0.469, -2.015], [1.102, 2.057, -4.154], [-1.069, -4.654, 0.299], [1.938, 0.079, -0.373], [-0.955, -0.234, -0.089], [-0.136, 1.297, -2.890]]
}

Entry 2:
{
  "formula": "C9H16F4K3N2O17S4",
  "method": "wB97M-V/def2-TZVPD",
  "homo_lumo_gap_ha": 0.2481,
  "charge": 1,
  "elements": ["K", "K", "K", "N", "S", "O", "O", "F", "S", "O", "O", "F", "N", "S", "O", "O", "F", "S", "O", "O", "F", "C", "C", "O", "C", "O", "O", "H", "H", "H", "H", "C", "O", "C", "O", "O", "C", "H", "H", "H", "H", "H", "H", "C", "O", "C", "O", "O", "C", "H", "H", "H", "H", "H", "H"],
  "xyz": [[-3.438, 29.904, -9.186], [3.639, 33.460, -8.205], [-3.121, 27.312, -13.087], [-0.109, 27.963, -10.453], [1.531, 28.407, -10.412], [2.502, 27.718, -11.187], [2.037, 29.174, -9.236], [1.296, 29.652, -11.455], [0.247, 26.798, -9.594], [0.466, 26.896, -8.173], [0.803, 25.639, -10.353], [-1.298, 26.340, -9.550], [-6.434, 28.051, -11.042], [-7.322, 26.680, -10.559], [-8.269, 25.997, -11.435], [-7.479, 26.504, -9.140], [-6.081, 25.676, -10.775], [-7.638, 28.925, -11.213], [-8.508, 29.336, -10.083], [-8.281, 28.883, -12.488], [-6.887, 30.363, -11.193], [7.190, 26.061, -10.425], [7.563, 27.473, -10.831], [8.511, 27.224, -11.796], [8.576, 25.879, -12.138], [9.292, 25.402, -13.014], [7.685, 25.225, -11.465], [6.101, 26.095, -10.427], [7.669, 25.804, -9.480], [7.999, 27.928, -9.942], [6.735, 28.139, -11.072], [-6.409, 23.110, -2.298], [-5.490, 23.371, -3.403], [-4.194, 22.941, -3.329], [-3.628, 22.526, -2.311], [-3.677, 23.215, -4.529], [-2.402, 22.555, -4.824], [-6.369, 23.983, -1.647], [-6.280, 22.211, -1.697], [-7.410, 23.143, -2.731], [-2.342, 21.472, -4.709], [-1.522, 22.880, -4.270], [-2.388, 22.861, -5.870], [2.818, 17.516, -13.212], [1.548, 17.733, -12.502], [1.233, 18.944, -12.206], [1.485, 19.983, -12.861], [0.366, 18.870, -11.203], [-0.452, 19.999, -10.865], [3.540, 18.314, -13.041], [2.732, 17.755, -14.272], [3.326, 16.583, -12.967], [-0.904, 20.454, -11.746], [0.087, 20.672, -10.198], [-1.223, 19.553, -10.236]],
  "forces_ev_per_angstrom": [[-0.313, -0.252, 0.128], [0.039, -0.152, -0.031], [-0.158, -0.336, 0.077], [3.399, 4.534, -1.322], [3.020, 7.621, -1.933], [-0.484, -1.234, 0.681], [-1.861, -2.188, -1.910], [-0.579, -0.057, 0.476], [-3.388, -11.750, 2.956], [1.007, 0.890, -1.184], [-0.320, 3.074, 2.056], [-1.229, -0.331, 0.068], [0.730, -4.144, 1.395], [1.160, -5.921, 1.062], [0.978, 2.788, 0.833], [-0.263, 1.614, -1.032], [0.891, 0.436, -0.441], [-6.161, 8.866, 0.533], [1.370, -2.982, -1.377], [0.520, -0.569, -0.014], [1.677, 0.104, -1.006], [-1.413, 0.565, 0.273], [0.219, -0.305, 1.901], [1.687, 0.058, -1.867], [2.251, 0.392, -3.431], [-1.672, 1.652, 2.507], [-1.220, -0.928, 1.338], [0.037, -1.141, 0.446], [-0.375, -0.331, -0.076], [0.472, 0.314, -0.140], [-0.022, -0.304, -0.959], [0.054, 1.188, -0.123], [0.397, -1.277, 0.565], [-0.558, 0.611, 2.458], [-1.179, 0.487, -2.706], [1.042, -1.433, 1.066], [-0.185, 0.652, -0.873], [0.202, -0.122, 0.230], [0.520, -0.067, -0.508], [0.199, -0.304, -0.222], [-0.990, -0.045, -0.046], [-0.414, 0.803, 0.152], [0.920, -0.484, 0.001], [0.262, 1.750, -0.558], [2.735, -2.446, -0.670], [-1.330, 4.130, -1.971], [-0.045, -2.553, 1.957], [-0.150, 0.202, 0.430], [-0.007, -0.640, 0.547], [-0.129, 0.185, 1.143], [-0.765, -1.039, -0.239], [-0.907, -0.100, 0.000], [0.336, 0.150, 0.110], [0.162, 0.321, -0.537], [-0.170, 0.048, -0.216]]
}

no.,HOMO (eV),electronic energy (Eh)
1,-11.82,-343.029411
2,-11.53,-5532.740248